Run a
6
Properties=species:S:1:pos:R:3 method="wB97M-V/def2-TZVPD" gap_ha="0.2235 / 0.3963" e_homo_ha="-0.3509 / -0.4106"
C 0.9560 -0.8463 1.8741
N 1.8887 -1.4964 1.7231
N -0.6190 0.5871 -0.9993
O -0.7345 0.6315 0.2604
H -0.2981 1.3075 -1.5552
H -1.1931 -0.1834 -1.3030

---

Run b
6
Properties=species:S:1:pos:R:3 method="wB97M-V/def2-TZVPD" gap_ha=0.3486 e_homo_ha=-0.3250
C -1.1144 -0.2208 -0.1607
N 3.0138 0.3006 1.4495
N 2.4325 -0.6024 1.6637
O -1.4816 0.3711 -1.2767
H -2.1479 -0.5711 0.2507
H -0.7024 0.7226 -1.9264

---

In order of decreasing stability: run b, run a.

---

Run a
11
Properties=species:S:1:pos:R:3 method="wB97M-V/def2-TZVPD" gap_ha=0.2690 e_homo_ha=-0.3278
C 0.2614 -0.5127 -1.4919
C 0.0193 0.0074 -0.2923
C -1.3374 1.4075 1.1242
C 0.4741 -0.0415 1.0702
H 1.5659 -1.8668 -0.5064
H -0.1971 -0.2562 -2.3513
H 1.2418 -0.8162 1.4047
N -0.3745 0.6529 1.8696
O -0.7254 1.1298 -0.3144
O -2.2950 2.1522 1.2582
S 1.3669 -1.8565 -1.7707

---

Run b
11
Properties=species:S:1:pos:R:3 method="wB97M-V/def2-TZVPD" gap_ha=0.3508 e_homo_ha=-0.3525 smiles="O=C1ON=CC=CS1"
C 1.6328 -0.5789 -0.5118
C 0.1238 0.8389 1.1315
C -0.9466 0.8424 0.3533
C -1.1478 -0.2798 -0.6615
H -0.0527 1.5381 2.0831
H -1.6258 1.7139 0.4615
H -2.0675 -1.0141 -0.3584
N -0.4926 -0.8682 -1.4917
O 2.6812 -1.2168 -0.5799
O 0.8586 -0.2939 -1.6144
S 1.0366 -0.6814 1.1884

---

In order of decreasing stability: run a, run b.